{"formula": "C7H12N4", "method": "ωB97M-V/def2-TZVPD", "symbols": ["C", "C", "C", "C", "C", "C", "C", "N", "N", "N", "N", "H", "H", "H", "H", "H", "H", "H", "H", "H", "H", "H", "H"], "coordinates": [[2.939, 0.473, 0.444], [-2.772, -0.083, 0.906], [3.072, -0.911, 0.122], [-1.968, -1.211, 0.270], [-0.269, 1.859, -0.372], [0.620, 0.799, 0.430], [-1.626, 1.249, -0.610], [1.891, 1.217, 0.525], [-2.503, 1.065, 0.403], [0.368, -0.448, -0.296], [-1.033, -0.577, -0.695], [3.816, 1.213, 0.451], [-3.339, -0.200, 1.845], [4.020, -1.480, -0.196], [2.125, -1.569, 0.205], [-1.493, -1.657, 1.169], [-2.622, -1.919, -0.121], [-0.503, 2.679, 0.332], [0.183, 2.304, -1.298], [0.244, 0.737, 1.517], [-2.090, 1.452, -1.572], [0.903, -0.310, -1.142], [-1.050, -0.915, -1.606]], "mulliken_charge": [-0.01, -0.12, -0.21, -0.51, -0.69, 0.24, 0.17, -0.27, -0.31, -0.57, -0.15, 0.42, 0.41, 0.36, 0.27, 0.29, 0.44, 0.36, 0.36, 0.40, 0.39, 0.40, 0.34], "gap_ev": [5.997, 5.999], "energy_ha": -492.088502, "charge": 2, "de_lowest_kcal_mol": 166.7, "lumo_ev": [-11.906, -11.904], "molar_mass_g_mol": 152.20}